ORCA calculation (ωB97M-V/def2-TZVPD) on the molecule C6H13N in a non-equilibrium geometry.

Geometry as XYZ:
```
20
Properties=species:S:1:pos:R:3
C 1.3600 -1.3608 2.4904
C 0.7248 -0.1147 1.8315
C 0.6948 -0.4019 0.2809
C 0.7767 0.7115 -0.3881
N 0.5419 0.8423 -1.8121
C -0.9432 1.0220 -2.1402
C -1.9617 0.2068 -1.4063
H 0.6270 -2.1723 2.2909
H 1.3805 -1.1712 3.4938
H 2.3004 -1.5268 2.1677
H -0.1634 0.3509 2.1807
H 1.5535 0.7690 1.9884
H 0.7991 -1.4598 0.0142
H 0.8507 1.6053 0.2839
H 0.6389 -0.1731 -2.1239
H -0.9638 0.8105 -3.2655
H -1.2571 2.0908 -1.9784
H -2.1126 -0.7768 -1.8895
H -1.8517 0.0564 -0.3836
H -2.9949 0.6917 -1.6348
```

The energy above the lowest of the compared OMol25 structures with the same formula, charge and spin comes out at 2.594 eV. The value obtained for the lowest unoccupied orbital energy is 1.13 eV. As for the gap between HOMO and LUMO: 9.717 eV. The SMILES is CC/C=C/NCC. The HOMO energy comes out at -8.6 eV. The spin multiplicity is 1.

ORCA calculation (ωB97M-V/def2-TZVPD) on the molecule C6H13N in a non-equilibrium geometry.

Geometry as XYZ:
```
20
Properties=species:S:1:pos:R:3
C 0.9432 -2.8116 0.9036
C 0.6980 -1.3882 0.4392
C -0.4718 -1.2724 -0.5959
C -0.3409 -0.0704 -1.4612
N -0.4901 2.8374 1.0742
C 0.0708 1.9895 0.1179
C -0.6153 1.3354 -0.8604
H 1.6130 -2.8490 1.9001
H 1.3743 -3.4875 0.1245
H -0.1953 -3.1527 0.9714
H 1.6288 -0.9717 -0.0639
H 0.6960 -0.7884 1.3428
H -0.3971 -2.2334 -1.2055
H -1.3869 -1.2413 0.0240
H -0.8602 -0.2100 -2.3643
H 0.6962 -0.2221 -1.7996
H -1.2185 2.4888 1.6523
H 0.2607 3.0761 1.7211
H 1.0346 1.3567 0.2695
H -1.5186 1.6789 -1.3507
```

The energy above the lowest of the compared OMol25 structures with the same formula, charge and spin comes out at 2.273 eV. The value obtained for the lowest unoccupied orbital energy is 0.95 eV. As for the gap between HOMO and LUMO: 9.253 eV. The SMILES is CCCC/C=C/N. The HOMO energy comes out at -8.3 eV. The spin multiplicity is 1.

ORCA calculation (ωB97M-V/def2-TZVPD) on a cluster of 2 separate species, C6H13N in total.

Geometry as XYZ:
```
20
Properties=species:S:1:pos:R:3
C -1.8545 -0.3722 -2.4055
C -0.0935 1.1074 -0.6570
C 0.9850 0.1289 -1.0019
N 0.9920 0.4212 0.4145
C 1.9215 -0.0512 1.4503
C 0.4974 -0.4987 1.4042
C -0.5760 0.0585 2.2979
H -1.5552 -1.4158 -2.2660
H -1.4155 0.0146 -3.3313
H -2.9404 -0.2842 -2.4326
H 0.2009 2.0971 -1.0356
H -1.4929 0.2110 -1.5468
H 1.8969 0.4811 -1.4939
H 0.7422 -0.9070 -1.2606
H 2.2540 0.6566 2.2037
H 2.6728 -0.7685 1.1173
H 0.3224 -1.5073 1.0266
H -0.7026 -0.5399 3.2049
H -0.3396 1.0900 2.5756
H -1.5150 0.0783 1.7362
```

The energy above the lowest of the compared OMol25 structures with the same formula, charge and spin comes out at 5.378 eV. The value obtained for the lowest unoccupied orbital energy is 0.92 eV. As for the gap between HOMO and LUMO: 8.338 eV. The HOMO energy comes out at -7.4 eV. The spin multiplicity is 1.

ORCA calculation (ωB97M-V/def2-TZVPD) on the molecule C6H13N in a non-equilibrium geometry.

Geometry as XYZ:
```
20
Properties=species:S:1:pos:R:3
C 1.7601 -1.0327 -0.3202
C 0.8632 -1.7873 0.6583
C -0.5649 -1.2451 0.8369
N -1.1643 0.5492 -1.4275
C -0.8444 1.0420 -0.1641
C -0.6504 0.2595 0.8990
C -0.5718 2.5231 -0.1547
H 2.0477 -0.0495 0.0296
H 2.7053 -1.5783 -0.3602
H 1.3278 -0.9979 -1.3185
H 0.7157 -2.7696 0.1963
H 1.3876 -1.8923 1.5965
H -0.9297 -1.6568 1.7702
H -1.2816 -1.6297 0.1114
H -1.5874 -0.3575 -1.5225
H -1.2417 1.1924 -2.1891
H -0.3518 0.7381 1.8224
H -1.3157 3.0618 -0.7483
H 0.4168 2.6986 -0.5512
H -0.7205 2.9321 0.8357
```

The energy above the lowest of the compared OMol25 structures with the same formula, charge and spin comes out at 0.361 eV. The value obtained for the lowest unoccupied orbital energy is 1.09 eV. As for the gap between HOMO and LUMO: 8.753 eV. The SMILES is CCC/C=C(/C)N. The HOMO energy comes out at -7.7 eV. The spin multiplicity is 1.

ORCA calculation (ωB97M-V/def2-TZVPD) on the molecule C6H13N in a non-equilibrium geometry.

Geometry as XYZ:
```
20
Properties=species:S:1:pos:R:3
C 1.1430 1.3456 1.8558
C 1.4314 0.6041 0.5536
N 0.3052 0.3950 -0.3244
C 0.4500 -0.6514 -1.3296
C -0.7824 -1.5225 -1.2629
C -1.8363 -0.5833 -0.6582
C -1.0343 0.3112 0.2653
H 1.1906 0.7806 2.7906
H 0.1837 1.8473 1.8339
H 1.9391 2.0833 1.9943
H 2.1822 1.1803 0.0186
H 2.0007 -0.3340 0.7027
H 1.3652 -1.2446 -1.1871
H 0.6500 -0.1715 -2.2957
H -1.0657 -1.8337 -2.2612
H -0.6904 -2.4324 -0.6722
H -2.6708 -1.1002 -0.1873
H -2.2390 0.0138 -1.4681
H -1.4988 1.3005 0.3081
H -1.0234 0.0117 1.3237
```

The energy above the lowest of the compared OMol25 structures with the same formula, charge and spin comes out at 0.641 eV. The value obtained for the lowest unoccupied orbital energy is 1.14 eV. As for the gap between HOMO and LUMO: 8.981 eV. The SMILES is CCN1CCCC1. The HOMO energy comes out at -7.8 eV. The spin multiplicity is 1.

ORCA calculation (ωB97M-V/def2-TZVPD) on the ion C6H13N with charge +1 in a non-equilibrium geometry.

Geometry as XYZ:
```
20
Properties=species:S:1:pos:R:3
C -0.6872 -0.4234 -1.5431
C -0.2052 -1.4116 -0.4643
C -0.2967 -0.8263 1.0028
C 0.5127 0.3657 1.2231
C 0.2095 1.6299 0.7083
C 1.1894 2.7007 0.5496
N -1.0959 -2.5397 -0.4550
H -0.5964 -0.9905 -2.4744
H -0.0174 0.4350 -1.6257
H -1.7135 -0.1025 -1.3954
H 0.8601 -1.5366 -0.6246
H -1.3355 -0.5941 1.2698
H 0.0204 -1.6023 1.7092
H 1.4726 0.2143 1.7077
H -0.7536 1.8173 0.2404
H 0.7029 3.6629 0.7553
H 1.5693 2.8038 -0.4684
H 2.0560 2.5908 1.2085
H -0.6667 -3.2956 0.0736
H -1.2247 -2.8978 -1.3973
```

The energy above the lowest of the compared OMol25 structures with the same formula, charge and spin comes out at 1.625 eV. The value obtained for the lowest unoccupied orbital energy (alpha / beta) is -4.55 / -8.22 eV. As for the gap between HOMO and LUMO (alpha / beta): 9.146 / 5.384 eV. The HOMO energy (alpha / beta) comes out at -13.7 / -13.6 eV. The expectation value of S² is 0.75. The spin multiplicity is 2. The charge is +1.

ORCA calculation (ωB97M-V/def2-TZVPD) on the ion C6H13N2 with charge +1 in a non-equilibrium geometry.

Geometry as XYZ:
```
21
Properties=species:S:1:pos:R:3
C -1.5320 1.1829 0.7852
C -2.3125 -0.0866 0.7526
C -0.3549 0.3509 1.3128
C 0.5856 -0.4506 0.4202
C 1.6532 -1.4088 0.9475
C 0.2788 -0.4559 -1.0097
N -1.2799 -0.8207 1.4425
N 1.0242 0.7107 -1.7240
H -1.4201 1.6187 -0.1962
H -1.9242 1.7456 1.6153
H -3.1225 -0.2221 1.3646
H -2.3947 -0.6798 -0.2300
H 0.0322 0.5342 2.2882
H 2.4412 -1.1676 0.3512
H 1.2102 -2.3196 0.9029
H 1.8892 -1.1911 2.0816
H -0.8430 -0.4313 -1.0185
H 0.6500 -1.2131 -1.6253
H 1.9282 0.9152 -1.3748
H 0.7073 1.6306 -1.4310
H 0.9407 0.5684 -2.6709
```

The energy above the lowest of the compared OMol25 structures with the same formula, charge and spin comes out at 6.182 eV. The value obtained for the lowest unoccupied orbital energy (alpha / beta) is -4.28 / -3.79 eV. As for the gap between HOMO and LUMO (alpha / beta): 8.275 / 8.323 eV. The HOMO energy (alpha / beta) comes out at -12.6 / -12.1 eV. The spin multiplicity is 1. The charge is +1.

ORCA calculation (ωB97M-V/def2-TZVPD) on the ion C6H13N2 with charge +1 in a non-equilibrium geometry.

Geometry as XYZ:
```
21
Properties=species:S:1:pos:R:3
C -0.2414 -1.5263 -1.7818
C -0.0098 0.6562 -0.3408
C 0.7639 0.5020 1.0149
C -1.5016 0.8680 -0.1624
C 2.1778 1.1657 1.0278
C 0.2755 -0.2870 2.0168
N 0.3732 -0.5508 -1.1450
N -1.5159 -1.6763 -1.5539
H 0.3114 -2.3140 -2.2109
H 0.4642 1.4726 -0.7688
H -1.6283 1.8086 0.3940
H -1.9610 0.1291 0.5136
H -2.1572 0.8796 -1.0057
H 2.8689 0.6488 1.7357
H 2.1086 2.1320 1.5037
H 2.4467 1.2324 -0.0704
H -1.9920 -0.9232 -0.9736
H 0.7422 -0.3626 2.9775
H -0.5993 -0.7226 1.8106
H 1.3423 -0.7520 -1.0746
H -2.2681 -2.3802 -1.9068
```

The energy above the lowest of the compared OMol25 structures with the same formula, charge and spin comes out at 1.824 eV. The value obtained for the lowest unoccupied orbital energy is -3.40 eV. As for the gap between HOMO and LUMO: 9.835 eV. The SMILES is C=C(C)[C@H](C)NC=[NH2+]. The HOMO energy comes out at -13.2 eV. The spin multiplicity is 1. The charge is +1.

Repeat the sixth record exactly.
ORCA calculation (ωB97M-V/def2-TZVPD) on the ion C6H13N with charge +1 in a non-equilibrium geometry.

Geometry as XYZ:
```
20
Properties=species:S:1:pos:R:3
C -0.6872 -0.4234 -1.5431
C -0.2052 -1.4116 -0.4643
C -0.2967 -0.8263 1.0028
C 0.5127 0.3657 1.2231
C 0.2095 1.6299 0.7083
C 1.1894 2.7007 0.5496
N -1.0959 -2.5397 -0.4550
H -0.5964 -0.9905 -2.4744
H -0.0174 0.4350 -1.6257
H -1.7135 -0.1025 -1.3954
H 0.8601 -1.5366 -0.6246
H -1.3355 -0.5941 1.2698
H 0.0204 -1.6023 1.7092
H 1.4726 0.2143 1.7077
H -0.7536 1.8173 0.2404
H 0.7029 3.6629 0.7553
H 1.5693 2.8038 -0.4684
H 2.0560 2.5908 1.2085
H -0.6667 -3.2956 0.0736
H -1.2247 -2.8978 -1.3973
```

The energy above the lowest of the compared OMol25 structures with the same formula, charge and spin comes out at 1.625 eV. The value obtained for the lowest unoccupied orbital energy (alpha / beta) is -4.55 / -8.22 eV. As for the gap between HOMO and LUMO (alpha / beta): 9.146 / 5.384 eV. The HOMO energy (alpha / beta) comes out at -13.7 / -13.6 eV. The expectation value of S² is 0.75. The spin multiplicity is 2. The charge is +1.